DFT (the ωB97M-V functional and the def2-TZVPD basis) results for one molecule with the formula C5H6O2.

Results
Calculated total energy in eV: -9375.177
HOMO level in eV: -10.07
SMILES: C/C=C/[C@@H]1OC1=O
LUMO in eV: 0.06

Last column: natural (NBO) charge in e.
Atoms and positions in Å:
C1 0.949343 -0.128139 1.935600  -0.658
C2 0.136877 0.157672 0.712354  -0.054
C3 -0.161321 -0.753752 -0.228680  -0.301
C4 -0.851413 -0.388768 -1.474911  -0.034
O1 -0.055370 0.339026 -2.789811  -0.472
C5 -0.817598 0.983622 -1.953118  0.742
O2 -1.078126 2.124085 -1.677334  -0.567
H1 1.847399 0.505238 1.934120  0.237
H2 0.396320 0.118922 2.847044  0.230
H3 1.268701 -1.173441 1.975443  0.216
H4 -0.218444 1.183687 0.599943  0.222
H5 0.059604 -1.806358 -0.058727  0.212
H6 -1.484928 -1.131983 -1.946310  0.227

Cartesian forces, eV/Å:
-0.1 -0.1 0.0
0.0 -0.1 -0.2
0.2 0.2 -0.2
0.0 0.1 -0.1
0.0 -0.4 1.0
-0.2 0.8 0.3
0.0 -0.8 -0.5
-0.2 -0.1 0.0
0.0 0.0 -0.1
-0.1 0.1 0.0
0.2 -0.2 -0.2
0.2 0.2 -0.1
-0.1 0.3 0.0

***

DFT (the ωB97M-V functional and the def2-TZVPD basis) results for one molecule with the formula C5H6O2.

Results
Calculated total energy in eV: -9373.021
HOMO level in eV: -8.97
LUMO in eV: 0.16

Last column: natural (NBO) charge in e.
Atoms and positions in Å:
O1 0.949282 2.123455 0.435907  -0.505
C1 0.463170 1.018788 0.331415  0.526
C2 1.356839 -0.155791 -0.066277  -0.177
O2 0.764985 -0.994662 -1.078789  -0.472
C3 0.150951 -0.330724 -2.021588  0.096
C4 -1.441473 -0.405582 1.084712  -0.329
C5 -0.964007 0.769990 0.679827  -0.291
H1 1.559145 -0.807131 0.790243  0.209
H2 2.294791 0.245174 -0.451376  0.225
H3 -0.201713 -1.150158 -2.694603  0.082
H4 -0.823462 -1.299792 1.120165  0.195
H5 -2.473452 -0.521076 1.404711  0.211
H6 -1.587969 1.660292 0.660615  0.230

Cartesian forces, eV/Å:
-0.2 -0.4 0.0
0.1 0.3 0.1
0.2 0.1 0.1
-0.2 0.2 -0.4
0.1 -0.4 0.2
0.1 0.1 -0.1
-0.1 -0.1 0.1
0.0 0.1 -0.1
-0.1 0.0 0.1
0.0 0.2 0.1
-0.1 0.1 0.0
0.2 0.1 -0.1
0.1 -0.1 0.0

***

DFT (the ωB97M-V functional and the def2-TZVPD basis) results for one molecule with the formula C5H6O2.

Results
Calculated total energy in eV: -9375.670
HOMO level in eV: -9.53
SMILES: O=C1CO[C@H]2C[C@@H]12
LUMO in eV: 0.90

Last column: natural (NBO) charge in e.
Atoms and positions in Å:
O1 1.138609 1.959897 0.886698  -0.521
C1 0.702689 1.004903 0.292035  0.574
C2 1.520556 -0.225641 -0.116931  -0.190
O2 0.673357 -1.071756 -0.870374  -0.498
C3 -0.651045 -0.620798 -0.755285  0.102
C4 -1.264915 -0.451182 0.588024  -0.429
C5 -0.701054 0.755480 -0.152932  -0.379
H1 1.897217 -0.746820 0.771604  0.203
H2 2.381265 0.086514 -0.719659  0.217
H3 -1.272484 -0.976612 -1.568276  0.213
H4 -0.756447 -0.807119 1.480317  0.225
H5 -2.347064 -0.499079 0.626662  0.233
H6 -1.320690 1.592218 -0.461884  0.249

Cartesian forces, eV/Å:
-0.2 -0.3 -0.3
0.2 0.2 0.1
0.2 0.1 0.2
0.0 -0.1 0.1
-0.2 0.0 -0.2
-0.1 -0.2 0.2
0.1 0.2 0.0
0.0 0.1 0.0
-0.2 -0.1 0.0
0.1 0.3 0.0
0.0 0.1 -0.1
0.1 0.0 0.0
0.1 -0.2 0.1

***

DFT (the ωB97M-V functional and the def2-TZVPD basis) results for one molecule with the formula C5H6O2.

Results
Calculated total energy in eV: -9373.536
HOMO level in eV: -8.36
SMILES: C#C/C(O)=C(\C)O
LUMO in eV: 0.61

Last column: natural (NBO) charge in e.
Atoms and positions in Å:
C1 2.794334 0.512185 0.271485  -0.184
C2 1.791329 -0.110613 0.019944  -0.064
C3 0.533787 -0.767689 -0.230373  0.204
O1 0.409533 -1.973630 -0.806639  -0.673
C4 -0.645968 -0.191490 0.080449  0.151
C5 -1.052725 1.218712 0.148698  -0.655
O2 -1.728934 -1.100394 -0.213564  -0.699
H1 3.694718 1.055545 0.476645  0.240
H2 -0.691870 -1.961906 -0.851606  0.496
H3 -1.929353 1.387242 0.779509  0.221
H4 -1.304089 1.518623 -0.877184  0.223
H5 -0.218698 1.821564 0.501063  0.238
H6 -1.652069 -1.408150 0.701578  0.501

Cartesian forces, eV/Å:
-0.4 -0.3 -0.2
0.3 0.1 -0.1
-0.5 0.7 0.2
-1.4 -0.4 0.0
0.4 0.5 -1.1
0.1 0.4 0.1
0.2 0.7 1.1
-0.3 -0.2 0.0
2.9 -0.6 -0.1
0.2 -0.1 0.0
-0.1 0.2 0.2
0.0 0.1 0.0
-1.3 -1.1 0.0

***

DFT (the ωB97M-V functional and the def2-TZVPD basis) results for one molecule with the formula C5H6O2.

Results
Calculated total energy in eV: -9374.148
HOMO level in eV: -9.37
SMILES: C#C[C@@H](C)OC=O
LUMO in eV: 0.96

Last column: natural (NBO) charge in e.
Atoms and positions in Å:
C1 0.513645 -1.167636 -2.041572  -0.261
C2 0.306916 -0.674330 -0.953449  -0.030
C3 0.290581 0.268192 0.310926  0.042
C4 0.175757 1.818929 0.204715  -0.620
O1 -0.793036 -0.154260 1.151007  -0.493
C5 -0.924355 -1.482447 1.089044  0.637
O2 -0.107875 -2.200323 0.570808  -0.539
H1 0.745912 -1.274491 -3.081446  0.239
H2 1.235938 -0.005279 0.782340  0.210
H3 -0.853365 2.149040 0.021483  0.225
H4 0.808744 2.180896 -0.606187  0.228
H5 0.504013 2.353981 1.116570  0.226
H6 -1.902875 -1.812272 1.435760  0.137

Cartesian forces, eV/Å:
0.0 1.2 0.6
0.5 2.6 -0.6
0.3 -0.7 -1.0
0.0 -0.4 -0.4
0.0 -0.3 -0.1
-0.1 -0.5 -0.3
-0.5 -0.4 1.3
-0.2 -0.5 0.3
0.0 0.2 0.2
0.2 -0.3 -0.1
-0.1 -0.1 0.0
-0.1 -0.8 -0.2
-0.1 0.0 0.4

***

DFT (the ωB97M-V functional and the def2-TZVPD basis) results for one molecule with the formula C5H6O2.

Results
Calculated total energy in eV: -9375.594
HOMO level in eV: -10.16
SMILES: O=CC1(C=O)CC1
LUMO in eV: 0.55

Last column: natural (NBO) charge in e.
Atoms and positions in Å:
O1 2.203081 -1.016115 -0.132381  -0.517
C1 1.455632 -0.218315 -0.649988  0.451
C2 0.127544 0.180131 -0.094527  -0.320
C3 -0.380244 1.535515 -0.499473  0.451
O2 -1.422582 1.734759 -1.075509  -0.497
C4 -0.302083 -0.367993 1.247590  -0.380
C5 -0.823864 -0.997123 -0.000233  -0.370
H1 1.666376 0.197922 -1.659172  0.120
H2 0.275208 2.385085 -0.195259  0.118
H3 -0.991266 0.240170 1.828893  0.227
H4 0.466495 -0.872280 1.828633  0.244
H5 -1.847097 -0.818646 -0.318246  0.241
H6 -0.407457 -1.958077 -0.291404  0.231

Cartesian forces, eV/Å:
-0.4 0.4 -0.2
0.2 -0.3 0.2
0.1 0.0 -0.1
-0.4 0.0 -0.1
0.5 -0.1 0.4
0.0 0.1 0.2
-0.1 -0.1 -0.1
0.2 0.0 0.2
-0.1 -0.2 -0.2
0.1 0.0 -0.2
-0.2 0.0 -0.2
0.2 0.1 0.2
-0.1 0.2 0.1

***

DFT (the ωB97M-V functional and the def2-TZVPD basis) results for one molecule with the formula C5H6O2.

Results
Calculated total energy in eV: -9374.600
HOMO level in eV: -10.16
SMILES: C#C[C@H](C=O)CO
LUMO in eV: 0.71

Last column: natural (NBO) charge in e.
Atoms and positions in Å:
C1 2.544212 -0.648708 -0.263458  -0.228
C2 1.358560 -0.542096 -0.451664  -0.005
C3 -0.005236 -0.009647 -0.501289  -0.444
C4 0.131651 1.360999 0.169779  0.475
O1 -0.750240 1.899434 0.793191  -0.532
C5 -1.091452 -0.851108 0.199196  -0.040
O2 -2.350048 -0.245425 0.069353  -0.717
H1 3.592531 -0.708024 -0.067962  0.244
H2 -0.327799 0.157836 -1.539307  0.265
H3 1.140562 1.811270 0.087472  0.131
H4 -0.801680 -0.996821 1.251826  0.169
H5 -1.155182 -1.838794 -0.268630  0.192
H6 -2.285878 0.611083 0.521497  0.489

Cartesian forces, eV/Å:
-0.5 0.0 0.0
0.6 0.0 0.1
0.0 0.0 0.0
-0.3 0.3 0.2
0.3 -0.2 -0.2
0.3 -0.2 0.0
-0.1 0.1 0.1
-0.2 -0.2 -0.1
0.1 0.0 0.1
-0.2 0.1 -0.1
-0.1 0.0 -0.2
0.1 0.2 0.1
-0.1 -0.1 -0.1

***

DFT (the ωB97M-V functional and the def2-TZVPD basis) results for one molecule with the formula C5H6O2S.

Results
Calculated total energy in eV: -20211.280
HOMO level in eV: -9.70
SMILES: C=C[C@]1(O)CSC1=O
LUMO in eV: 0.46

Last column: natural (NBO) charge in e.
Atoms and positions in Å:
C1 2.392335 -0.825495 -0.851961  -0.359
C2 1.624082 0.214467 -0.532435  -0.215
C3 0.459535 0.220123 0.400039  0.094
O1 0.702687 1.090894 1.483676  -0.683
C4 -0.169083 -1.149324 0.808040  -0.528
S1 -1.674977 -0.867787 -0.184555  0.200
C5 -0.814089 0.687682 -0.352464  0.440
O2 -1.091938 1.725738 -0.863585  -0.505
H1 2.238091 -1.815348 -0.465471  0.192
H2 3.231164 -0.723431 -1.548195  0.211
H3 1.830412 1.190307 -0.953088  0.225
H4 1.643677 0.981169 1.748061  0.480
H5 -0.374362 -1.139916 1.871946  0.234
H6 0.387984 -2.025962 0.511585  0.217

Cartesian forces, eV/Å:
0.1 0.6 -0.3
0.5 -0.5 -0.3
-0.4 -0.2 0.2
0.9 -0.2 0.2
0.2 0.5 -0.1
0.0 0.1 0.0
0.0 0.3 -0.1
0.0 -0.4 0.1
-0.1 -0.3 0.2
-0.3 0.1 0.3
0.0 0.1 -0.1
-0.9 0.2 -0.2
-0.1 -0.1 0.1
0.0 -0.2 0.0